(1)
{
  "formula": "C2H3NO2S",
  "method": "wB97M-V/def2-TZVPD",
  "e_lumo_ha": [-0.06030, -0.07302],
  "relative_energy_kj_mol": 605.1,
  "gap_ha": [0.2579, 0.2391],
  "symbols": ["O", "H", "C", "S", "N", "O", "C", "H", "H"],
  "xyz": [[4.129, -1.478, -1.047], [-0.178, -0.434, 1.895], [-0.179, -0.166, -0.248], [2.046, -0.877, 1.130], [3.190, -0.781, -1.078], [2.722, 0.040, -1.785], [0.365, -0.565, 0.964], [-1.272, -0.034, -0.165], [0.434, 0.065, -1.073]],
  "nbo_charge": [-0.24, 0.24, -0.44, 0.15, 0.56, -0.27, -0.43, 0.21, 0.21]
}

(2)
{
  "formula": "C23H34N2O10PS",
  "method": "wB97M-V/def2-TZVPD",
  "e_lumo_ha": -0.18038,
  "total_charge": 1,
  "gap_ha": 0.1983,
  "symbols": ["P", "H", "H", "C", "H", "O", "H", "C", "C", "C", "H", "C", "H", "H", "C", "H", "C", "H", "C", "C", "H", "N", "H", "C", "H", "H", "H", "C", "H", "O", "H", "O", "O", "H", "C", "H", "H", "C", "C", "C", "O", "H", "O", "H", "O", "H", "H", "C", "C", "H", "C", "H", "C", "C", "N", "H", "H", "C", "H", "H", "H", "O", "H", "C", "H", "S", "H", "C", "H", "O", "O"],
  "xyz": [[-3.405, -3.754, -3.453], [5.418, 3.217, 0.109], [-3.288, -3.060, 7.739], [5.112, 3.075, -2.058], [-7.212, -1.930, 7.790], [-4.227, -3.857, -4.961], [-4.100, -2.222, 3.206], [5.659, 8.497, -1.698], [-5.315, -2.747, 8.449], [7.196, 6.724, -1.594], [4.417, 3.916, -2.000], [4.442, 1.932, -2.771], [3.207, -2.582, -2.443], [1.267, -2.246, -4.606], [-3.838, -4.279, 3.757], [4.136, 7.047, -2.236], [5.392, 2.479, -0.695], [5.262, 7.434, -3.557], [-4.532, -3.198, 2.962], [-2.849, -4.248, 1.702], [-3.548, -3.935, 4.745], [-3.472, -0.860, -3.411], [-4.094, -2.685, 0.903], [-0.450, -0.451, -3.402], [-5.024, -1.705, 8.615], [4.569, 0.630, 0.087], [5.422, 9.446, -2.181], [1.829, -1.565, -3.862], [-4.310, -4.514, 7.671], [-6.646, -2.533, 5.209], [-0.487, -2.788, -3.374], [4.006, 1.006, -1.873], [6.029, 6.217, -2.080], [1.341, 0.569, -4.262], [-4.181, -3.567, 1.536], [-3.745, -3.329, -5.638], [-4.894, -4.278, 1.112], [1.132, -0.191, -3.418], [-1.510, 0.711, -3.400], [-6.573, -2.794, 7.607], [-4.697, -3.102, 6.218], [7.699, 8.611, -2.438], [-2.124, -4.863, -3.541], [6.358, 1.965, -0.711], [-2.665, -4.611, 2.997], [1.538, 0.236, -2.440], [-4.452, -5.179, 3.861], [3.133, -2.020, -3.430], [-1.122, -1.837, -3.389], [-1.205, 1.818, -3.405], [4.277, 1.471, -0.543], [-5.604, -3.146, 3.152], [-4.300, -3.426, 7.558], [7.144, 8.227, -1.579], [-2.873, 0.311, -3.388], [7.552, 8.625, -0.649], [-5.420, -3.226, 9.423], [-6.020, -2.771, 6.208], [-1.571, -4.707, -2.741], [-3.532, 1.117, -3.354], [5.206, 8.503, -0.702], [4.271, 1.845, -3.960], [-7.127, -3.723, 7.755], [5.171, 7.295, -2.475], [3.364, 1.918, -0.137], [-4.596, -4.018, -1.954], [6.030, 3.369, -2.565], [-2.657, -2.002, -3.413], [4.011, -1.830, -4.140], [8.134, 6.049, -1.264], [-2.061, -4.479, 0.818]],
  "lowdin_charge": [0.31, 0.12, 0.13, -0.08, 0.13, -0.22, 0.13, -0.16, -0.16, -0.48, 0.13, -0.48, 0.08, 0.11, -0.16, 0.12, -0.15, 0.13, -0.16, -0.48, 0.10, 0.09, 0.11, -0.07, 0.12, 0.13, 0.12, -0.18, 0.13, 0.12, 0.11, -0.01, 0.00, 0.14, -0.12, 0.08, 0.12, -0.13, 0.11, -0.07, -0.02, 0.14, -0.22, 0.13, 0.04, 0.13, 0.14, 0.02, 0.07, 0.16, -0.16, 0.10, -0.15, -0.08, -0.01, 0.13, 0.12, -0.46, 0.08, 0.19, 0.12, 0.11, 0.14, -0.17, 0.13, 0.38, 0.13, -0.24, 0.09, 0.12, 0.08]
}

(3)
{
  "formula": "C12H24BF4O6Pb",
  "method": "wB97M-V/def2-TZVPD",
  "e_lumo_ha": [-0.46325, -0.53441],
  "relative_energy_kj_mol": 103.2,
  "total_charge": 3,
  "gap_ha": [0.2893, 0.2041],
  "symbols": ["C", "H", "H", "H", "H", "F", "O", "H", "O", "H", "H", "H", "H", "H", "C", "C", "H", "H", "Pb", "H", "H", "F", "B", "H", "O", "C", "C", "F", "O", "C", "H", "F", "H", "H", "C", "C", "O", "C", "H", "C", "H", "H", "H", "C", "H", "O", "C", "H"],
  "xyz": [[0.914, -2.656, -2.595], [-0.402, -1.297, 3.005], [-0.988, -3.568, 1.388], [-2.292, 2.624, 2.452], [0.899, 3.250, -1.693], [-3.894, 0.638, 1.337], [-1.162, 1.047, 1.661], [-2.372, 3.156, 0.151], [-0.782, -1.533, 0.980], [2.941, -2.195, -3.251], [0.977, -3.411, -0.009], [4.282, -0.622, -1.774], [-0.305, -4.280, -0.891], [-1.976, 0.510, 3.457], [3.365, -0.035, -1.717], [2.314, -2.145, -2.353], [-0.529, 2.773, 2.584], [0.972, -3.741, -2.725], [-0.611, 0.135, -0.869], [-1.993, -1.982, 2.614], [0.503, -2.234, -3.512], [-5.095, -0.060, -0.512], [-3.985, -0.171, 0.159], [4.025, 1.352, -0.159], [0.036, -2.329, -1.524], [1.924, 2.668, 0.114], [-1.059, -2.900, 0.528], [-2.823, 0.373, -0.710], [2.236, -0.764, -1.948], [-1.378, 3.204, 0.593], [-1.120, 4.253, 0.754], [-3.527, -1.404, 0.525], [1.849, 2.770, 1.200], [3.276, -0.177, 0.424], [-1.347, 2.481, 1.927], [0.763, 3.284, -0.610], [-0.474, 2.603, -0.341], [3.191, 0.658, -0.280], [-2.074, -2.930, 0.120], [-1.800, 0.153, 2.431], [-2.940, 0.224, 1.950], [0.683, 4.334, -0.319], [3.362, 0.805, -2.430], [-0.008, -3.314, -0.471], [2.858, -2.686, -1.566], [1.959, 1.251, -0.179], [-1.245, -1.253, 2.296], [2.852, 3.141, -0.216]],
  "nbo_charge": [-0.11, 0.25, 0.24, 0.25, 0.22, -0.41, -0.43, 0.24, -0.64, 0.27, 0.20, 0.25, 0.24, 0.27, -0.08, -0.13, 0.23, 0.25, 1.73, 0.26, 0.24, -0.45, 1.39, 0.25, -0.60, -0.11, -0.10, -0.66, -0.26, -0.10, 0.24, -0.54, 0.22, 0.25, -0.11, -0.10, -0.62, -0.03, 0.25, -0.03, 0.44, 0.24, 0.30, -0.10, 0.25, -0.49, -0.11, 0.24]
}

(4)
{
  "formula": "H8O4",
  "method": "wB97M-V/def2-TZVPD",
  "e_lumo_ha": -0.01151,
  "relative_energy_kj_mol": 348.9,
  "gap_ha": 0.3306,
  "symbols": ["H", "O", "O", "H", "H", "H", "H", "O", "H", "H", "O", "H"],
  "xyz": [[1.422, -1.267, -0.485], [0.253, 0.990, -1.328], [-1.325, 0.288, 2.332], [0.400, 0.263, -1.932], [-0.597, 1.348, -1.585], [-1.067, 1.210, 2.327], [0.159, 0.763, 0.129], [0.323, 0.062, 0.760], [0.348, -1.206, -1.551], [-0.685, -0.143, 1.766], [0.534, -1.565, -0.684], [0.236, -0.744, 0.251]],
  "nbo_charge": [0.50, -0.90, -1.00, 0.45, 0.49, 0.44, 0.48, -1.00, 0.46, 0.48, -0.85, 0.45]
}